No. 1
Here is C9H28FNbO7PS2 as an isolated structure in a non-equilibrium geometry from OMol25. Energies are from ωB97M-V/def2-TZVPD.

Relative energy (zero: lowest compared OMol25 entry of this formula, charge and spin), eV: 0.000
Total energy, eV: -59340.1451
Net charge: -1
Gap between HOMO and LUMO, Ha: 0.2403
Highest occupied orbital energy, hartree: -0.1867

Each line ends with the Löwdin charge.
Geometry (Å):
Nb: 1.22 0.46 -1.15  1.023
S: 0.67 6.99 1.44  0.600
S: -1.59 -7.57 -2.87  0.583
P: 1.11 1.34 1.28  0.420
F: -0.65 -1.89 -1.49  -0.193
O: -1.80 -8.00 -1.52  -0.283
O: 1.33 8.17 0.94  -0.303
O: -1.17 -6.02 -2.87  -0.262
O: -0.61 6.60 0.92  -0.280
O: 0.53 7.14 3.04  -0.267
O: 1.23 2.88 1.37  -0.656
O: -2.59 -7.78 -3.88  -0.286
C: -2.69 -4.86 -1.34  -0.071
C: 1.78 5.62 1.42  -0.138
C: -0.05 -8.21 -3.45  -0.126
C: -2.20 -5.03 -2.77  -0.251
C: 0.13 -1.41 -0.41  -0.545
C: -1.56 8.33 3.45  -0.080
C: 1.96 -2.32 1.19  -0.150
C: -0.05 8.34 3.56  -0.279
C: 1.01 -2.60 0.01  -0.303
H: 0.14 -7.83 -4.45  0.073
H: 2.12 0.69 2.05  -0.081
H: -0.16 0.93 1.83  -0.069
H: 1.49 -2.48 2.16  0.067
H: -1.77 -4.10 -3.12  0.121
H: 0.38 9.21 3.05  0.110
H: -1.88 8.37 2.41  0.069
H: 1.20 -0.19 -2.85  -0.165
H: 2.71 5.93 1.88  0.073
H: 2.77 -3.07 1.14  0.065
H: -3.22 -5.75 -0.99  0.069
H: -0.55 -1.11 0.41  0.053
H: 0.33 -3.40 0.34  0.089
H: -0.13 -9.29 -3.46  0.072
H: 1.33 4.79 1.95  0.033
H: -1.97 7.41 3.88  0.082
H: 0.25 8.39 4.60  0.116
H: 2.89 -0.23 -0.94  -0.160
H: -0.38 1.30 -1.52  -0.152
H: 2.01 1.97 -1.77  -0.198
H: 0.73 -7.90 -2.76  0.074
H: 1.94 5.35 0.38  0.080
H: -3.03 -5.28 -3.44  0.113
H: -1.99 9.19 3.98  0.074
H: -3.37 -4.01 -1.27  0.084
H: 2.46 -1.35 1.14  -0.009
H: -1.85 -4.70 -0.67  0.074
H: 1.57 -3.02 -0.83  0.092

=====

No. 2
Here is C9H29AlBN2O3P as an isolated structure in a non-equilibrium geometry from OMol25. Energies are from ωB97M-V/def2-TZVPD.

Total energy, eV: -35484.3117
Gap between HOMO and LUMO, Ha: 0.1584
Highest occupied orbital energy, hartree: -0.1951

Each line ends with the Löwdin charge.
Geometry (Å):
P: -0.42 2.27 -4.19  0.605
Al: 1.13 4.01 -4.21  0.101
O: 1.26 -0.69 0.41  -0.218
O: -0.52 6.41 -3.15  -0.094
O: -1.93 3.06 -3.70  -0.491
N: -0.82 -2.64 1.70  -0.230
N: 1.04 5.43 -1.34  0.033
C: -1.85 -0.67 0.39  -0.056
C: 0.69 -2.40 3.80  -0.061
C: -0.47 -3.11 3.13  -0.158
C: 1.57 -2.05 0.71  -0.191
C: 0.31 -2.94 0.66  -0.042
C: -0.07 1.00 -2.80  -0.451
C: 2.29 0.19 0.85  -0.067
C: -1.28 -1.16 1.72  -0.153
C: -2.03 -3.52 1.28  0.016
B: 0.52 5.38 -2.77  -0.655
H: 2.13 0.41 1.91  0.086
H: -1.72 3.32 -2.73  0.023
H: -1.17 -0.81 -0.45  0.063
H: 0.96 0.46 -2.87  0.040
H: -1.00 0.25 -2.80  0.024
H: 3.28 -0.23 0.70  0.097
H: -0.44 -0.54 2.03  0.109
H: 0.58 -3.99 0.81  0.140
H: -1.74 -4.57 1.38  0.107
H: -1.38 -2.95 3.73  0.129
H: -1.39 6.02 -2.85  0.072
H: -2.06 0.40 0.47  0.103
H: -0.14 1.57 -1.76  0.020
H: -2.28 -3.31 0.24  0.101
H: 1.64 -2.85 3.51  0.078
H: 1.72 4.64 -1.23  0.026
H: 2.08 -2.13 1.67  0.097
H: 1.01 4.70 -5.66  -0.120
H: 2.26 -2.41 -0.05  0.143
H: -2.80 -1.16 0.15  0.080
H: 0.62 -2.54 4.89  0.096
H: -2.87 -3.29 1.94  0.113
H: -0.15 -2.84 -0.33  0.133
H: -2.05 -1.09 2.49  0.134
H: 0.22 5.27 -0.69  0.053
H: 2.61 3.48 -4.01  -0.145
H: 2.21 1.13 0.29  0.100
H: -0.28 -4.18 3.08  0.130
H: 0.73 -1.33 3.62  0.079

=====

No. 3
Here is a 11-piece molecular cluster, C9H29NO12 overall in a non-equilibrium geometry from OMol25. Energies are from ωB97M-V/def2-TZVPD.

Total energy, eV: -35861.1728
Gap between HOMO and LUMO, Ha: 0.2940
Highest occupied orbital energy, hartree: -0.3415

Each line ends with the Löwdin charge.
Geometry (Å):
O: 2.39 -2.09 -1.63  -0.043
O: -0.74 -0.60 -0.75  0.095
O: 4.52 2.98 -2.12  -0.053
O: 0.06 1.18 -3.25  -0.060
O: -2.17 4.80 -0.25  -0.063
O: -0.24 -3.96 -0.83  -0.048
O: -1.78 -1.12 5.06  -0.052
O: -5.84 0.25 -3.13  -0.066
O: -0.33 -5.06 -3.59  -0.067
O: -2.53 2.80 1.86  0.094
O: -3.78 0.39 -0.62  -0.029
O: -0.03 -4.20 2.38  -0.064
N: 1.46 1.32 -0.21  0.138
C: 2.52 -0.40 1.14  -0.003
C: -0.60 0.00 0.30  -0.328
C: -1.63 1.98 1.76  -0.363
C: -1.26 -0.41 1.57  0.026
C: 0.22 1.26 0.41  -0.215
C: -0.32 2.25 1.13  0.067
C: -1.79 0.58 2.28  0.031
C: 3.65 1.86 0.65  -0.015
C: 2.48 0.95 0.48  -0.327
H: -2.83 0.29 -0.69  0.008
H: -0.07 -4.41 1.44  0.000
H: 4.32 1.84 -0.21  0.067
H: -2.30 0.42 3.22  0.111
H: 1.75 -1.62 -2.17  0.038
H: 1.77 -0.50 1.93  0.095
H: 3.30 2.88 0.83  0.088
H: -2.06 4.09 0.40  -0.023
H: 5.24 2.77 -2.73  0.044
H: -0.16 -3.01 -0.92  0.015
H: 0.55 1.98 -3.05  0.027
H: -1.29 -1.45 1.87  0.125
H: 3.48 -0.57 1.62  0.081
H: -5.35 0.37 -3.95  0.029
H: 2.37 -1.15 0.37  0.061
H: 4.22 1.55 1.53  0.080
H: 0.23 0.61 -2.48  -0.017
H: -1.37 -0.39 5.54  0.038
H: -1.86 5.59 0.20  0.032
H: 3.80 3.28 -2.69  0.044
H: 0.87 -4.43 2.63  0.032
H: 0.18 3.21 1.25  0.133
H: -1.19 -4.10 -0.69  0.064
H: 0.16 -5.20 -2.77  0.010
H: -5.17 0.14 -2.45  -0.004
H: -3.92 1.32 -0.42  0.053
H: -1.81 -1.85 5.69  0.042
H: -0.25 -4.11 -3.74  0.023
H: 3.10 -2.31 -2.24  0.052

=====

No. 4
Here is a 7-piece molecular cluster, C9H30F3N9O9S overall in a non-equilibrium geometry from OMol25. Energies are from ωB97M-V/def2-TZVPD.

Relative energy (zero: lowest compared OMol25 entry of this formula, charge and spin), eV: 1.206
Total energy, eV: -60637.9425
2S+1: 2
Expectation value of S²: 0.75
Net charge: +1
Gap between HOMO and LUMO (spin up / spin down), Ha: 0.3712 / 0.1667
Highest occupied orbital energy (spin up / spin down), hartree: -0.4502 / -0.4494

Each line ends with the Löwdin spin population.
Geometry (Å):
S: -1.86 -1.84 -2.67  0.000
F: -0.11 -3.86 -1.99  0.000
F: -2.13 -4.11 -1.40  0.000
F: -1.58 -4.50 -3.48  0.000
O: 1.77 2.48 -4.07  0.774
O: -2.66 1.31 0.13  0.000
O: 1.61 3.70 -1.00  0.006
O: 1.48 -0.35 2.46  0.000
O: -0.28 -0.24 0.58  0.000
O: -3.32 -1.77 -2.59  0.002
O: -1.30 -1.24 -1.45  0.001
O: 2.13 -1.60 -0.19  0.000
O: -1.40 -1.24 -4.00  0.007
N: 4.18 -1.45 -1.15  0.000
N: 0.35 2.93 0.76  0.000
N: 0.52 1.57 -2.47  0.039
N: 2.27 3.73 1.15  0.001
N: -1.85 -0.37 2.56  0.000
N: 2.74 -2.84 -1.81  0.000
N: 0.82 0.52 -4.27  0.066
N: 3.59 -0.93 2.95  0.000
N: 1.99 -2.21 3.55  0.000
C: -3.55 0.64 1.06  0.000
C: 3.02 -1.96 -0.97  0.000
C: -2.98 0.44 2.40  0.000
C: -2.58 1.78 3.15  0.000
C: 1.36 3.58 0.19  0.000
C: -3.20 1.44 -1.15  0.000
C: 1.18 1.54 -3.58  0.095
C: 2.32 -1.11 2.99  0.000
C: -1.37 -3.72 -2.42  0.000
H: 2.66 -2.62 4.19  0.000
H: 0.19 0.72 -2.02  0.003
H: 4.42 -0.77 -0.45  0.000
H: -2.10 -1.31 2.28  0.000
H: 1.80 -3.20 -1.69  0.000
H: -3.75 0.02 3.05  0.000
H: -3.62 0.45 -1.30  0.000
H: 1.07 -2.62 3.45  0.000
H: -2.37 1.59 -1.85  0.000
H: 0.20 -0.13 -3.82  0.006
H: 0.58 -0.50 0.92  0.000
H: -1.59 -0.35 3.54  0.000
H: -2.48 1.72 4.23  0.000
H: 4.21 -1.69 3.21  0.000
H: 3.38 -2.99 -2.58  0.000
H: -3.99 2.18 -1.31  0.000
H: 1.94 3.69 2.10  0.000
H: 0.90 0.74 -5.25  0.001
H: -4.52 1.14 1.04  0.000
H: -0.49 2.63 0.27  0.000
H: 3.88 -0.03 2.58  0.000
H: 3.18 4.08 0.88  0.000
H: -0.61 -0.67 -0.21  0.000
H: -3.34 2.52 2.91  0.000
H: 4.70 -1.67 -1.99  0.000
H: 0.73 2.37 -1.88  0.000
H: -0.99 -0.20 1.23  0.000
H: -1.65 2.20 2.75  0.000
H: -3.81 -0.36 0.71  0.000
H: 0.30 2.75 1.75  0.000

=====

Which formula does entry 2 have? C9H29AlBN2O3P

=====

Which value of total energy does entry 2 give? -35484.3117 eV

=====

The lowest total energy belongs to which entry? C9H30F3N9O9S